(1)
C22H63NO18 | wB97M-V/def2-TZVPD

```
! wB97M-V def2-TZVPD RIJCOSX def2/J DEFGRID3
* xyz 0 1
C 14.756 13.032 19.051
O 15.565 11.919 18.617
C 14.978 11.233 17.572
C 15.552 9.850 17.224
N 14.543 9.227 16.268
C 14.984 7.941 15.738
C 13.853 7.225 14.946
O 12.652 7.302 15.665
C 11.535 6.942 14.881
H 15.128 13.379 20.039
H 13.695 12.799 19.070
H 14.826 13.849 18.341
H 15.002 11.836 16.658
H 13.979 10.970 17.930
H 15.551 9.269 18.133
H 16.527 9.915 16.708
H 13.707 9.055 16.811
H 15.404 7.190 16.430
H 15.759 8.069 14.989
H 14.112 6.159 14.747
H 13.691 7.719 13.955
H 10.568 7.328 15.253
H 11.582 5.876 14.786
H 11.586 7.278 13.856
O 8.303 14.337 12.370
C 8.523 14.137 11.001
C 9.105 12.858 10.437
O 8.182 11.782 10.308
H 7.824 13.539 12.676
H 7.663 14.453 10.370
H 9.292 14.875 10.778
H 9.896 12.404 11.042
H 9.615 13.100 9.509
H 7.518 11.886 10.971
O 12.216 7.927 11.118
C 11.937 6.900 10.234
C 12.229 7.254 8.802
O 13.648 7.469 8.709
H 13.196 8.000 11.230
H 12.510 6.022 10.466
H 10.875 6.670 10.439
H 11.701 8.210 8.544
H 11.848 6.448 8.132
H 13.811 7.925 7.892
O 12.869 11.876 9.461
C 13.082 11.123 8.271
C 14.433 10.524 8.262
O 14.619 9.770 7.059
H 12.088 11.456 9.864
H 12.290 10.449 8.079
H 13.065 11.784 7.375
H 14.588 9.812 9.052
H 15.181 11.347 8.378
H 15.493 9.766 6.668
O 13.011 13.134 15.826
C 11.989 13.108 16.753
C 10.590 12.639 16.352
O 10.605 11.265 15.962
H 12.955 12.253 15.362
H 12.291 12.452 17.564
H 11.745 14.118 17.092
H 10.227 13.280 15.510
H 9.914 12.819 17.250
H 9.887 11.131 15.334
O 16.124 15.242 12.228
C 15.351 14.558 13.235
C 15.813 13.111 13.120
O 15.590 12.592 11.828
H 15.659 16.062 12.014
H 15.528 15.007 14.205
H 14.288 14.631 13.062
H 15.255 12.463 13.818
H 16.893 13.125 13.358
H 15.924 13.297 11.242
O 8.754 11.143 13.736
C 7.672 10.263 13.498
C 6.373 11.085 13.604
O 6.453 11.964 12.475
H 9.303 11.011 12.945
H 7.791 9.867 12.452
H 7.651 9.333 14.059
H 6.504 11.588 14.563
H 5.412 10.523 13.584
H 5.584 11.970 12.077
O 17.711 8.716 13.457
C 17.008 9.878 12.958
C 16.205 9.439 11.734
O 15.278 8.391 12.048
H 18.488 8.974 14.011
H 16.368 10.234 13.761
H 17.741 10.656 12.681
H 16.846 9.102 10.933
H 15.569 10.252 11.361
H 15.779 7.833 12.657
O 11.015 10.421 11.705
C 12.072 11.067 12.399
C 12.514 10.256 13.590
O 13.482 10.965 14.350
H 11.348 9.501 11.479
H 13.000 11.281 11.806
H 11.654 12.050 12.679
H 12.914 9.332 13.172
H 11.668 10.023 14.288
H 13.883 10.386 15.030
*
```

Results
* E_LUMO: 0.48 eV
* energy above the lowest of the compared OMol25 structures with the same formula, charge and spin: 0.0 kcal per mole
* calculated total energy: -62175.4887 eV
* gap between HOMO and LUMO: 9.7 eV
* SMILES: COCCNCCOC.OCCO.OCCO.OCCO.OCCO.OCCO.OCCO.OCCO.OCCO

(2)
H15NO6 | wB97M-V/def2-TZVPD

```
! wB97M-V def2-TZVPD RIJCOSX def2/J DEFGRID3
* xyz 0 1
N -1.724 4.277 1.505
H -2.590 3.756 1.358
H -1.047 3.526 1.592
H -1.654 4.652 0.564
O -0.193 -2.155 -2.252
H -0.475 -2.785 -1.620
H 0.742 -2.149 -2.229
O -4.303 -4.871 0.226
H -3.949 -4.756 1.126
H -4.452 -5.825 0.194
O 4.460 -1.789 3.537
H 4.996 -1.290 2.921
H 4.587 -1.277 4.348
O 2.354 3.094 -2.650
H 2.360 3.890 -3.195
H 1.734 3.393 -1.992
O 0.297 -0.730 0.807
H 0.434 0.079 1.255
H 0.507 -0.539 -0.128
O -0.586 0.826 -1.688
H -0.304 0.385 -2.466
H -1.194 0.287 -1.214
*
```

Results
* E_LUMO: 0.43 eV
* energy above the lowest of the compared OMol25 structures with the same formula, charge and spin: 39.7 kcal per mole
* calculated total energy: -14018.1135 eV
* gap between HOMO and LUMO: 11.0 eV
* SMILES: N.O.O.O.O.O.O

Look up the E_LUMO of the first one.
0.48 eV

What is the gap between HOMO and LUMO in the first record?
9.7 eV

calculated total energy of number 2 (H15NO6)?
-14018.1135 eV

Which formula does entry 2 have?
H15NO6